{"formula": "C50H40CrF12IN6O2P2SSe2", "method": "ωB97M-V/def2-TZVPD", "species": ["Cr", "C", "C", "C", "C", "C", "N", "C", "C", "C", "C", "C", "C", "C", "C", "O", "C", "F", "F", "F", "C", "F", "F", "F", "C", "C", "C", "O", "C", "F", "F", "F", "C", "F", "F", "F", "H", "H", "H", "H", "H", "H", "H", "H", "H", "H", "H", "H", "Se", "P", "C", "C", "C", "C", "C", "C", "C", "C", "C", "C", "C", "C", "C", "C", "N", "N", "N", "P", "Se", "C", "C", "C", "C", "C", "C", "C", "C", "C", "C", "C", "C", "H", "H", "H", "H", "H", "H", "H", "H", "H", "H", "H", "H", "H", "H", "H", "H", "H", "H", "H", "H", "I", "C", "N", "C", "C", "N", "C", "S", "H", "H", "H", "H", "H", "H", "H", "H"], "coordinates": [[0.4277, 0.2507, -1.2812], [6.9034, -0.1691, -4.1818], [5.4923, 0.1737, -3.7778], [4.6274, 0.8295, -4.6465], [3.3471, 1.1631, -4.2681], [2.8285, 0.8566, -2.9890], [1.5474, 1.2345, -2.6388], [0.9744, 2.3372, -3.2695], [1.7413, 3.4954, -3.4932], [1.1996, 4.6336, -4.0474], [-0.1409, 4.6806, -4.4102], [-0.7504, 5.9211, -5.0137], [-0.9127, 3.5529, -4.1852], [-0.3941, 2.3872, -3.6231], [-1.2811, 1.1487, -3.4504], [-1.1217, 0.4911, -2.2650], [-0.9642, 0.1308, -4.6034], [-0.7057, 0.7273, -5.7937], [-1.9680, -0.7383, -4.8353], [0.1132, -0.6032, -4.3135], [-2.7996, 1.4716, -3.5162], [-3.1371, 2.5185, -2.7450], [-3.2447, 1.7474, -4.7744], [-3.5344, 0.4336, -3.0838], [3.6824, 0.0944, -2.1492], [4.9793, -0.2130, -2.5513], [3.1508, -0.5952, -0.8928], [2.0140, -0.0764, -0.3422], [2.7782, -2.0455, -1.3564], [3.7765, -2.7817, -1.8820], [2.2403, -2.7736, -0.3652], [1.8460, -1.9360, -2.3263], [4.1902, -0.7201, 0.2641], [4.9714, 0.3663, 0.3879], [3.5775, -0.8950, 1.4449], [5.0356, -1.7802, 0.1307], [7.3202, 0.6042, -4.8295], [6.9400, -1.1190, -4.7249], [7.5461, -0.2686, -3.3062], [4.9654, 1.0772, -5.6488], [2.6998, 1.6575, -4.9793], [2.7773, 3.4817, -3.1883], [1.8319, 5.5044, -4.1911], [0.0224, 6.5782, -5.4143], [-1.3084, 6.4785, -4.2562], [-1.4431, 5.6579, -5.8148], [-1.9557, 3.5991, -4.4653], [5.6096, -0.7941, -1.8906], [-0.5125, -5.8617, 1.7496], [-1.9851, -4.3674, 1.5597], [-3.3722, -4.8699, 0.4813], [-4.6701, -4.4368, 0.7268], [-5.6940, -4.8030, -0.1360], [-5.4223, -5.5873, -1.2462], [-4.1229, -6.0079, -1.4985], [-3.1010, -5.6553, -0.6337], [-2.8244, -4.1828, 3.1650], [-2.9257, -2.9814, 3.8463], [-3.5142, -2.9429, 5.1037], [-4.0105, -4.1026, 5.6736], [-3.9270, -5.3085, 4.9848], [-3.3316, -5.3496, 3.7373], [-1.4201, -2.8289, 0.8282], [-0.9611, -1.5146, 0.9603], [-0.5668, -1.1558, -0.2789], [-0.7402, -2.1669, -1.1187], [-1.2380, -3.1805, -0.4741], [-1.0125, -0.1989, 2.2039], [-0.0035, 2.0170, -0.0288], [-0.4252, -1.1323, 3.6713], [0.5108, -2.1495, 3.4662], [1.1278, -2.7722, 4.5392], [0.8281, -2.3889, 5.8379], [-0.0772, -1.3608, 6.0527], [-0.6741, -0.7164, 4.9805], [-2.8517, -0.0479, 2.2986], [-3.5511, -0.1250, 1.0899], [-4.9244, 0.0512, 1.0461], [-5.6295, 0.3400, 2.2061], [-4.9432, 0.4586, 3.4040], [-3.5678, 0.2835, 3.4483], [-4.8826, -3.8010, 1.5783], [-6.7052, -4.4638, 0.0541], [-6.2236, -5.8616, -1.9219], [-3.9064, -6.5990, -2.3795], [-2.0800, -5.9586, -0.8214], [-2.5487, -2.0786, 3.3945], [-3.5773, -2.0008, 5.6346], [-4.4699, -4.0724, 6.6546], [-4.3163, -6.2171, 5.4277], [-3.2354, -6.2847, 3.1997], [0.7803, -2.4512, 2.4623], [1.8533, -3.5522, 4.3484], [1.3137, -2.8756, 6.6749], [-0.3043, -1.0381, 7.0623], [-1.3254, 0.1262, 5.1689], [-3.0289, -0.3165, 0.1597], [-5.4374, -0.0274, 0.0959], [-6.7017, 0.4913, 2.1734], [-5.4768, 0.7059, 4.3146], [-3.0585, 0.4052, 4.3939], [-1.0070, 3.8178, 1.5607], [5.5621, 6.1923, 0.8501], [4.3105, 5.5831, 1.1840], [3.6962, 5.8023, 2.4772], [2.4932, 4.8494, 2.4655], [2.7502, 4.0374, 1.2808], [3.7639, 4.5087, 0.5346], [4.3042, 3.9058, -0.9129], [5.4487, 7.2759, 0.7460], [5.8954, 5.7642, -0.0935], [6.3165, 5.9925, 1.6216], [3.3973, 6.8485, 2.5897], [4.4091, 5.5601, 3.2766], [1.5366, 5.3667, 2.3858], [2.4572, 4.2168, 3.3533], [2.0346, 3.4185, 0.9121]], "forces_ev_per_angstrom": [[0.8, -0.8, -1.1], [-0.1, -0.1, 0.0], [0.1, -0.1, 0.0], [0.1, 0.1, 0.0], [-0.1, -0.1, 0.1], [0.3, 0.0, 0.1], [-0.4, -0.4, -0.1], [-0.1, 0.1, -0.1], [-0.1, -0.1, 0.1], [0.0, 0.0, 0.0], [0.0, 0.1, -0.1], [0.0, -0.1, 0.2], [0.2, 0.0, 0.0], [0.0, 0.1, -0.1], [0.3, -0.4, 0.3], [-1.0, 0.1, -1.1], [0.2, -0.2, -0.3], [-0.1, 0.1, 0.1], [0.0, 0.0, 0.1], [-0.1, 0.1, 0.0], [-0.3, -0.2, 0.0], [0.1, -0.1, 0.0], [0.1, 0.0, 0.1], [0.1, 0.2, -0.1], [0.0, -0.1, 0.1], [-0.1, 0.2, -0.2], [-0.6, -0.4, 0.1], [1.2, -0.3, 0.3], [-0.1, -0.2, 0.0], [0.0, 0.0, 0.0], [0.1, 0.1, 0.0], [0.0, 0.0, 0.1], [0.1, 0.1, 0.4], [-0.2, 0.0, -0.1], [0.1, 0.0, -0.2], [0.0, 0.2, 0.0], [0.1, 0.0, 0.0], [0.1, 0.0, 0.0], [0.0, 0.0, 0.0], [0.0, 0.1, 0.0], [0.0, 0.0, 0.0], [0.0, 0.0, 0.0], [0.0, 0.0, 0.0], [0.0, 0.0, 0.0], [0.0, 0.1, -0.1], [0.0, 0.1, 0.0], [0.0, 0.0, 0.0], [0.0, 0.0, 0.0], [0.2, -0.1, -0.1], [-0.3, 0.1, 0.6], [0.1, 0.0, -0.1], [0.1, 0.0, 0.0], [-0.1, 0.0, 0.0], [0.0, 0.0, 0.0], [0.0, 0.0, 0.0], [0.0, 0.0, 0.0], [0.1, 0.1, -0.1], [-0.1, -0.2, -0.2], [0.0, 0.0, 0.1], [0.0, 0.0, 0.0], [0.0, 0.0, -0.1], [0.0, 0.0, 0.1], [0.1, -0.2, -0.5], [-0.1, 0.1, 0.1], [-0.3, -1.0, 0.2], [-0.1, -0.2, 0.2], [0.0, 0.2, -0.2], [0.0, -0.2, 0.0], [0.4, 2.7, 0.8], [0.2, 0.2, 0.0], [0.0, 0.0, 0.0], [0.0, 0.0, 0.0], [0.0, -0.1, 0.0], [0.0, 0.1, 0.1], [0.0, 0.0, -0.1], [0.0, 0.2, 0.0], [0.0, 0.0, -0.1], [0.0, 0.1, 0.1], [0.0, 0.0, 0.0], [0.0, 0.1, 0.1], [0.0, 0.0, -0.1], [0.0, 0.0, 0.0], [0.0, 0.0, 0.0], [0.0, 0.0, 0.0], [0.0, 0.0, 0.0], [0.0, 0.0, 0.0], [-0.1, -0.1, 0.1], [0.0, 0.0, 0.0], [0.0, 0.0, 0.0], [0.0, 0.0, 0.0], [0.0, 0.0, 0.0], [0.0, 0.0, 0.0], [0.0, 0.0, 0.0], [0.0, 0.0, 0.0], [0.0, 0.0, 0.0], [0.0, 0.0, 0.0], [0.1, 0.0, 0.0], [0.0, 0.0, 0.0], [0.0, 0.0, 0.0], [0.0, 0.0, 0.0], [-0.1, 0.0, 0.0], [-0.6, 0.1, 0.6], [0.0, 0.0, 0.0], [-0.2, 0.0, 0.1], [0.1, 0.0, 0.0], [0.1, -0.2, -0.1], [-0.2, 0.2, 0.3], [0.1, 0.0, -0.1], [0.0, -0.1, -0.1], [0.0, 0.0, 0.0], [0.0, 0.1, 0.0], [0.0, 0.0, 0.0], [0.0, 0.0, 0.1], [0.0, 0.0, 0.0], [0.1, 0.1, 0.0], [0.0, 0.1, 0.0], [0.2, -0.2, -0.2]], "homo_ev": [-2.02, -2.14], "s_squared": 4.23, "spin_multiplicity": 4, "max_force_ev_per_a": 2.85, "homo_lumo_gap_ha": [0.1975, 0.2001], "charge": -2}